C6H9N2O2 | ωB97M-V with the def2-TZVPD basis set

Structure (XYZ):
```
19
Properties=species:S:1:pos:R:3:forces:R:3
H -3.92369 0.72957 -1.39742 1.75 -1.56 -1.16
H -3.79732 -0.70129 -2.56256 0.40 0.35 0.55
H -3.22955 -1.98619 0.16164 -1.41 -1.53 1.43
C -3.16644 0.00454 -1.97508 -1.36 2.15 -1.04
H -0.69159 -2.34804 1.22180 -0.02 -0.42 0.11
O 3.15343 2.05053 0.40247 1.49 1.95 -1.18
H 1.67611 2.95229 2.10001 -1.20 -2.09 -0.77
H -2.59702 0.64012 -2.77449 -1.03 -1.06 1.64
C -2.17258 -0.66554 -1.10764 2.33 -1.82 2.20
C -2.28792 -1.67976 -0.10836 3.90 3.48 -2.41
C 2.45816 1.18786 0.96639 -3.09 -1.66 2.85
C -0.04108 -1.08220 -0.41586 -5.56 0.70 0.08
H 1.02386 -0.95616 -0.24609 -0.41 -0.35 0.03
H 1.16984 1.43372 2.86951 0.48 -0.78 -0.23
C 1.32357 1.83660 1.87299 1.58 2.92 -0.40
O 2.56661 -0.00803 0.84791 0.54 -0.57 -0.33
H 0.39266 1.77979 1.29358 0.32 0.28 0.10
N -0.95055 -1.90126 0.36630 -0.31 1.55 -2.25
N -0.83029 -0.31201 -1.23253 1.63 -1.54 0.79
```
Forces are in eV/Å.

Properties
* molar mass: 141.2 u
* <S²>: 0.754
* LUMO (spin up / spin down): 0.757 / -3.486 eV
* Kohn-Sham gap (spin up / spin down): 9.070 / 4.825 eV
* relative energy (zero: lowest compared OMol25 entry of this formula, charge and spin): 199.1 kJ/mol
* charge: 0
* multiplicity: 2